Run one
# C4H14N

A cluster of 2 separate species, C4H14N in total (ωB97M-V with the def2-TZVPD basis set, the Open Molecules 2025 dataset).

Output
**Total charge**: +2
**Kohn-Sham gap (alpha / beta)**: 13.1034 / 5.5798 eV
**LUMO energy (alpha / beta)**: -7.02 / -14.54 eV
**Multiplicity**: 2

Structure (XYZ):
```
19
C4H14N ωB97M-V with the def2-TZVPD basis set
N 2.305 0.019 0.139
C -2.410 0.206 -1.315
C 0.683 -0.650 1.942
C -1.361 1.260 -1.271
C 1.272 -1.063 0.606
H -3.400 0.296 -0.630
H -1.479 1.919 -2.148
H -1.443 2.027 -0.472
H 2.875 0.231 0.956
H -0.400 0.769 -1.307
H 1.769 -2.028 0.542
H 0.486 -0.963 -0.144
H 1.170 0.150 2.490
H -2.900 0.224 -2.307
H 2.854 -0.400 -0.615
H -2.293 -0.774 -0.796
H -0.405 -0.577 1.943
H 0.779 -1.517 2.610
H 1.898 0.871 -0.226
```



Run two
# C4H14N

A cluster of 2 separate species, C4H14N in total (ωB97M-V with the def2-TZVPD basis set, the Open Molecules 2025 dataset).

Output
**Total charge**: +2
**Kohn-Sham gap (alpha / beta)**: 13.7266 / 6.6162 eV
**LUMO energy (alpha / beta)**: -6.61 / -13.72 eV
**Multiplicity**: 2

Structure (XYZ):
```
19
C4H14N ωB97M-V with the def2-TZVPD basis set
N 1.946 -0.344 2.129
C -1.767 -1.059 -1.439
C 0.966 1.181 0.348
C 0.924 0.756 1.812
C -2.142 -0.417 -2.843
H 1.181 2.239 0.196
H -3.169 -0.189 -3.178
H -0.040 0.357 2.101
H -1.629 0.572 -2.718
H 0.026 0.961 -0.151
H -0.931 -1.737 -1.581
H 1.817 0.766 -0.201
H -2.758 -1.593 -1.306
H -1.746 -1.163 -3.545
H 2.794 0.090 2.499
H 1.176 1.542 2.515
H 2.207 -0.918 1.326
H 1.549 -0.952 2.849
H -1.635 -0.308 -0.674
```



Which structure is most stable? run two, by 20.9 kcal/mol over the runner-up.



Run one
# C14H16O

A cluster of 2 separate species, C14H16O in total (ωB97M-V with the def2-TZVPD basis set, the Open Molecules 2025 dataset).

Output
**Kohn-Sham gap**: 9.2100 eV
**LUMO energy**: 0.86 eV
**SMILES**: Cc1ccc(O)cc1.Cc1ccccc1

Structure (XYZ):
```
31
C14H16O ωB97M-V with the def2-TZVPD basis set
O -3.681 3.018 -0.743
C 1.397 -0.293 1.215
C -2.457 2.417 -0.983
C 1.202 -4.055 0.846
C 1.590 1.286 -1.916
C -1.665 3.263 -1.781
C 0.334 -0.059 2.043
C 1.009 -2.634 1.272
C -2.035 1.133 -0.646
C 0.148 1.578 -1.636
C -0.307 -1.132 2.687
C 1.772 -1.566 0.830
C -0.730 0.783 -0.922
C 0.077 -2.418 2.265
C -0.382 2.818 -2.049
H 1.829 0.534 0.657
H 2.665 -1.767 0.250
H -4.376 2.350 -0.641
H 0.052 1.001 2.243
H 1.829 -4.108 -0.054
H -0.924 -0.994 3.541
H -0.414 -3.219 2.786
H -2.712 0.430 -0.163
H 1.683 -4.738 1.542
H -1.975 4.298 -2.020
H 0.319 3.466 -2.584
H 2.337 1.342 -1.163
H 1.867 1.607 -2.911
H 0.217 -4.457 0.564
H -0.249 -0.099 -0.374
H 1.584 0.216 -2.157
```



Run two
# C14H16O

A cluster of 2 separate species, C14H16O in total (ωB97M-V with the def2-TZVPD basis set, the Open Molecules 2025 dataset).

Output
**Kohn-Sham gap**: 9.2060 eV
**LUMO energy**: 0.77 eV
**SMILES**: Cc1ccc(O)cc1.Cc1ccccc1

Structure (XYZ):
```
31
C14H16O ωB97M-V with the def2-TZVPD basis set
O 0.220 -3.231 1.994
C 2.278 -2.846 0.922
C 1.145 -2.334 1.536
C -1.544 2.250 -1.683
C -1.552 0.836 0.238
C 3.084 -0.636 0.497
C 4.078 0.340 -0.082
C -2.920 2.132 -1.820
C -0.840 1.595 -0.679
C 1.012 -0.965 1.700
C -3.638 2.688 -3.007
C 2.005 -0.125 1.203
C -2.930 0.706 0.125
C -3.609 1.316 -0.917
C 3.234 -2.009 0.375
H -3.312 3.682 -3.306
H -3.427 -0.045 0.723
H -0.964 2.797 -2.412
H -3.687 2.105 -3.929
H 4.007 1.331 0.365
H 5.099 -0.038 -0.025
H -4.712 2.742 -2.790
H 0.233 1.528 -0.707
H -0.407 -2.829 2.597
H 0.218 -0.516 2.272
H 3.849 0.460 -1.144
H 4.133 -2.411 -0.073
H -4.684 1.249 -1.042
H 1.943 0.927 1.443
H -1.032 0.207 0.951
H 2.300 -3.921 0.832
```



Which structure is most stable? run two, by 18.9 kcal/mol over the runner-up.



Run one
# C14H16O

A cluster of 2 separate species, C14H16O in total (ωB97M-V with the def2-TZVPD basis set, the Open Molecules 2025 dataset).

Output
**Kohn-Sham gap**: 9.0609 eV
**LUMO energy**: 0.85 eV
**SMILES**: Cc1ccc(O)cc1.Cc1ccccc1

Structure (XYZ):
```
31
C14H16O ωB97M-V with the def2-TZVPD basis set
O -1.863 3.324 -1.625
C -1.492 -1.255 2.765
C 1.824 0.456 3.666
C 0.714 1.122 -3.030
C -1.211 2.239 -2.085
C 0.742 -0.283 2.955
C 0.225 -1.906 1.224
C -1.827 0.972 -1.809
C 0.251 -0.109 -2.654
C 0.941 -1.409 -2.871
C 1.095 -0.983 1.822
C 0.035 2.307 -2.679
C -1.050 -2.076 1.713
C -0.581 -0.383 3.360
C -1.052 -0.119 -2.087
H 1.400 1.323 4.191
H -2.485 -1.338 3.182
H 2.063 -0.943 1.336
H -1.504 -1.085 -1.886
H 2.663 0.768 3.057
H 1.650 1.395 -3.513
H 0.289 -2.142 -3.356
H -1.420 4.143 -1.769
H 2.166 -0.133 4.521
H -1.060 0.311 4.047
H -1.745 -2.736 1.209
H 0.539 -2.484 0.367
H -2.830 0.945 -1.422
H 1.366 -1.954 -2.023
H 1.792 -1.223 -3.537
H 0.364 3.256 -3.069
```



Run two
# C14H16O

A cluster of 2 separate species, C14H16O in total (ωB97M-V with the def2-TZVPD basis set, the Open Molecules 2025 dataset).

Output
**Kohn-Sham gap**: 9.4642 eV
**LUMO energy**: 0.85 eV
**SMILES**: Cc1ccc(O)cc1.Cc1ccccc1

Structure (XYZ):
```
31
C14H16O ωB97M-V with the def2-TZVPD basis set
O -0.727 -2.533 -3.160
C 0.216 -1.541 -1.219
C 1.316 -1.276 -3.340
C -3.234 1.619 1.909
C -2.090 2.400 1.868
C -0.830 1.868 2.176
C -3.173 0.372 2.515
C 0.248 -1.738 -2.585
C -1.942 -0.216 2.789
C -0.795 0.541 2.570
C 3.633 -0.081 -0.539
C 2.437 -0.619 -1.270
C 0.374 2.673 1.783
C 1.279 -0.913 -0.575
C 2.412 -0.783 -2.646
H 0.157 0.106 2.861
H -1.197 -2.066 -3.856
H -1.886 -1.163 3.307
H 3.442 0.957 -0.274
H -4.058 -0.233 2.676
H 3.709 -0.577 0.437
H -0.657 -1.902 -0.692
H 4.623 -0.221 -0.975
H 1.337 2.467 2.259
H -4.184 1.975 1.554
H -2.154 3.419 1.496
H 3.298 -0.543 -3.222
H 1.348 -1.515 -4.383
H 1.152 -0.767 0.495
H 0.500 2.575 0.702
H 0.228 3.737 1.973
```



Which structure is most stable? run two, by 4.1 kcal/mol over the runner-up.



Run one
# C10H11NOS

A cluster of 2 separate species, C10H11NOS in total (ωB97M-V with the def2-TZVPD basis set, the Open Molecules 2025 dataset).

Output
**Kohn-Sham gap**: 5.3025 eV
**LUMO energy**: -1.68 eV

Structure (XYZ):
```
24
C10H11NOS ωB97M-V with the def2-TZVPD basis set
S -3.484 3.701 -0.495
O -1.358 -0.652 2.114
N -2.054 2.034 1.243
C -0.145 -0.406 0.096
C -0.251 -0.380 -1.309
C 2.256 -0.341 -0.075
C -1.372 -0.449 0.839
C 2.146 -0.295 -1.474
C -2.573 -0.646 2.917
C 1.132 -0.402 0.730
C -2.654 2.746 0.500
C 3.369 -0.212 -2.329
C 0.881 -0.327 -2.084
H 1.177 -0.448 1.821
H 3.340 0.686 -2.952
H -2.339 -0.344 0.317
H -2.235 -0.705 3.954
H -3.171 -1.535 2.692
H 3.418 -1.057 -3.020
H 3.246 -0.334 0.390
H 0.798 -0.307 -3.172
H -1.259 -0.405 -1.744
H -3.143 0.273 2.766
H 4.275 -0.196 -1.724
```



Run two
# C10H11NOS

An isolated molecule of C10H11NOS (ωB97M-V with the def2-TZVPD basis set, the Open Molecules 2025 dataset).

Output
**Kohn-Sham gap**: 8.7017 eV
**LUMO energy**: 0.72 eV
**SMILES**: COc1cc2sc(C)nc2cc1C

Structure (XYZ):
```
24
C10H11NOS ωB97M-V with the def2-TZVPD basis set
S -2.189 -1.598 -0.154
O 2.836 -0.748 0.246
N -2.375 0.968 0.051
C 2.335 2.098 -0.145
C -0.760 -0.691 0.123
C -0.030 1.647 -0.058
C -3.143 0.040 0.030
C -4.575 0.054 0.164
C 1.243 1.120 0.010
C 0.561 -1.174 -0.127
C -1.067 0.670 0.195
C 2.951 -2.142 0.071
C 1.503 -0.335 0.122
H -4.907 -0.130 1.311
H -4.904 1.042 -0.379
H 2.987 -2.424 -1.048
H 0.929 -2.234 -0.773
H 1.975 -2.699 0.749
H -0.217 2.705 -0.170
H 4.001 -2.278 0.568
H 2.953 1.904 -0.963
H 2.130 3.177 -0.171
H 2.980 1.831 0.719
H -5.217 -0.804 -0.371
```



Which structure is most stable? run one, by 39.1 kcal/mol over the runner-up.



Run one
# CH3NO3PS

A structure of composition CH3NO3PS (ωB97M-V with the def2-TZVPD basis set, the Open Molecules 2025 dataset).

Output
**Total charge**: +1
**Kohn-Sham gap**: 8.5207 eV
**LUMO energy**: -7.77 eV

Structure (XYZ):
```
10
CH3NO3PS ωB97M-V with the def2-TZVPD basis set
S 2.083 -0.685 -1.364
P 0.449 -0.066 -0.281
O -0.013 1.372 -0.661
O -0.786 -0.998 -0.439
O 0.793 -0.062 1.239
N 0.031 -0.487 -4.196
C 0.703 -0.557 -3.296
H -0.872 -1.752 0.151
H -0.750 1.509 -1.261
H 1.382 0.603 1.608
```



Run two
# CH3NO3PS

A cluster of 2 separate species, CH3NO3PS in total (ωB97M-V with the def2-TZVPD basis set, the Open Molecules 2025 dataset).

Output
**Total charge**: +1
**Kohn-Sham gap**: 6.9946 eV
**LUMO energy**: -7.72 eV

Structure (XYZ):
```
10
CH3NO3PS ωB97M-V with the def2-TZVPD basis set
S 2.058 1.112 -0.253
P -0.647 0.197 0.007
O -1.519 0.845 1.114
O -0.697 -1.337 0.251
O -1.181 0.437 -1.438
N 2.912 -1.567 0.416
C 2.575 -0.471 0.246
H -0.665 -1.816 -0.556
H -1.718 1.256 -1.574
H -1.119 1.344 1.787
```



Which structure is most stable? run two, by 2.9 kcal/mol over the runner-up.



Run one
# C4H5N2

A structure of composition C4H5N2 (ωB97M-V with the def2-TZVPD basis set, the Open Molecules 2025 dataset).

Output
**Total charge**: +1
**Kohn-Sham gap**: 8.6250 eV
**LUMO energy**: -7.19 eV

Structure (XYZ):
```
11
C4H5N2 ωB97M-V with the def2-TZVPD basis set
N -0.209 0.517 0.089
N 0.916 -0.136 -0.330
C -0.176 1.932 0.271
C 0.777 -1.430 -0.475
C -0.585 -1.907 -0.085
C -0.815 -0.633 0.220
H -0.023 2.004 1.421
H -1.213 2.257 -0.075
H 1.656 -2.121 -0.752
H 0.648 2.415 -0.152
H -0.977 -2.900 -0.133
```



Run two
# C4H5N2

The ion C4H5N2 with charge +1 (ωB97M-V with the def2-TZVPD basis set, the Open Molecules 2025 dataset).

Output
**Total charge**: +1
**Kohn-Sham gap**: 11.3627 eV
**LUMO energy**: -4.25 eV
**SMILES**: C=Nc1cc1=[NH2+]

Structure (XYZ):
```
11
C4H5N2 ωB97M-V with the def2-TZVPD basis set
N -2.346 0.811 -0.183
N 1.610 0.801 -0.192
C 2.545 -0.018 0.044
C -1.211 0.177 -0.107
C 0.180 -0.003 -0.018
C -0.613 -1.048 0.069
H -2.322 1.790 -0.332
H 3.423 0.417 -0.069
H 2.398 -1.051 0.443
H -0.578 -2.070 0.162
H -3.086 0.195 0.184
```



Run three
# C4H5N2

A structure of composition C4H5N2 (ωB97M-V with the def2-TZVPD basis set, the Open Molecules 2025 dataset).

Output
**Total charge**: +1
**Kohn-Sham gap (alpha / beta)**: 7.7146 / 7.7634 eV
**LUMO energy (alpha / beta)**: -7.53 / -7.50 eV

Structure (XYZ):
```
11
C4H5N2 ωB97M-V with the def2-TZVPD basis set
N -0.201 0.342 0.005
N 0.623 -0.681 -0.166
C -1.603 0.079 0.002
C 0.568 1.324 -0.102
C 1.974 -0.665 -0.035
C 2.332 0.585 0.056
H -1.794 -0.991 -0.367
H 2.391 -1.675 0.006
H -1.986 1.008 -0.611
H 3.176 1.292 -0.254
H -1.952 0.094 1.020
```



Which structure is most stable? run two, by 57.2 kcal/mol over the runner-up.